{
  "formula": "C4H9NO2",
  "method": "ωB97M-V/def2-TZVPD",
  "symbols": ["O", "C", "C", "C", "C", "O", "N", "H", "H", "H", "H", "H", "H", "H", "H", "H"],
  "coordinates": [[1.110, -1.221, -2.154], [0.311, -1.509, -1.298], [0.269, -0.717, 0.010], [-0.722, 0.459, -0.213], [-0.259, 1.728, 0.542], [1.029, 2.174, 0.096], [-0.102, -1.689, 1.064], [-0.464, -2.274, -1.459], [1.291, -0.382, 0.162], [-0.848, 0.697, -1.265], [-1.719, 0.162, 0.152], [-1.001, 2.539, 0.449], [-0.090, 1.510, 1.611], [1.054, 3.107, 0.295], [0.773, -2.125, 1.343], [-0.632, -2.458, 0.664]],
  "smiles": "N[C@@H](C=O)CCO",
  "total_energy_ev": -9877.9699,
  "de_lowest_kj_mol": 201.7
}